DFT (wB97M-V/def2-TZVPD) results for a molecular structure, C37H48Br2F4MnN3OP.

The geometry in XYZ format:
```
97
Properties=species:S:1:pos:R:3:forces:R:3:lowdin_charge:R:1
Mn 1.13980 -1.15942 0.01118 0.1 -0.8 -0.3 0.8445
C 0.89920 -3.22625 -2.32859 -0.1 0.0 0.0 -0.0801
N 1.58492 -3.30445 -1.03912 -0.2 -0.1 0.0 -0.3211
C 1.14613 -4.50325 -0.31875 0.1 0.0 -0.1 -0.0827
C 3.03323 -3.33238 -1.20509 0.0 -0.1 0.1 -0.2135
C 3.54561 -2.06417 -1.83797 0.0 0.3 0.0 -0.2444
N 2.96941 -0.92518 -1.13823 -0.2 0.4 0.2 -0.0529
C 3.51756 0.29813 -1.33988 0.0 -0.2 0.0 -0.2028
C 3.13796 1.34922 -0.48514 0.1 -0.1 -0.2 -0.1825
F 2.26655 1.01739 0.49467 -0.3 0.1 0.7 0.0093
C 3.55396 2.64781 -0.58291 0.0 0.0 0.0 -0.2397
F 3.07062 3.54693 0.29158 0.0 0.1 0.1 0.0854
C 4.44468 3.03185 -1.56271 0.1 0.2 0.0 0.0498
C 4.87194 2.02776 -2.40641 0.0 0.0 0.0 -0.2378
F 5.72613 2.32916 -3.39151 0.1 0.1 -0.2 0.0933
C 4.44144 0.71980 -2.31600 0.0 0.0 0.0 -0.1588
F 4.89278 -0.14114 -3.24820 0.1 -0.1 -0.2 0.0774
H 1.15215 -4.07889 -2.97529 0.0 0.0 0.0 0.0974
H 1.16894 -2.30381 -2.84895 0.0 -0.1 0.0 0.0731
H -0.17745 -3.22690 -2.15015 0.0 0.0 0.0 0.0873
H 1.45971 -5.41082 -0.85130 0.0 0.0 0.0 0.0944
H 0.06437 -4.50142 -0.21778 0.0 0.0 0.0 0.0726
H 1.58861 -4.51594 0.67914 0.0 0.0 0.0 0.0915
H 3.33894 -4.20272 -1.80505 0.0 0.0 0.0 0.1269
H 3.47000 -3.44023 -0.20854 0.0 0.0 0.0 0.1213
H 3.32051 -2.06024 -2.90924 0.0 0.0 0.0 0.1086
H 4.63337 -2.08221 -1.75500 0.1 0.0 0.0 0.1210
H 4.78574 4.05276 -1.66736 0.0 -0.1 0.0 0.1331
Br -3.02676 -4.10511 1.25075 0.0 -0.1 0.0 0.8071
C -1.63558 -3.47575 2.36985 0.0 0.0 0.1 -0.5809
C -1.68150 -3.78096 3.74058 0.0 0.0 -0.2 -0.1697
C -0.68051 -3.38621 4.57962 0.0 0.0 0.1 -0.6384
Br -0.80550 -3.80918 6.42526 0.0 0.0 0.0 0.7601
C 0.43822 -2.68595 4.07586 0.2 0.1 0.0 -0.1871
C 1.55079 -2.26713 4.84466 -0.1 -0.1 0.0 -0.0192
C 2.60095 -1.63092 4.24525 0.1 0.0 0.1 -0.0380
C 2.55535 -1.39737 2.86326 0.2 0.1 0.0 -0.1207
N 1.53374 -1.75519 2.12656 -0.2 0.2 -0.2 0.0539
C 0.47031 -2.38866 2.69428 0.1 0.1 0.1 -0.1393
C -0.60522 -2.73784 1.78898 0.0 0.0 -0.1 -0.4475
O -0.54400 -2.39674 0.55347 0.1 0.1 0.2 -0.2220
H -2.52330 -4.33713 4.13187 0.0 0.0 -0.1 0.0957
H 1.56022 -2.46781 5.90960 0.0 0.0 -0.1 0.0817
H 3.46579 -1.31239 4.81488 -0.1 0.0 0.0 0.1096
H 3.37426 -0.90147 2.35122 0.0 0.0 0.0 0.1170
C -4.97991 -0.50738 -0.99005 0.1 0.0 0.1 -0.1925
C -3.91346 -1.10187 -1.90874 0.0 0.0 0.1 -0.1847
C -2.62740 -0.25040 -1.87308 -0.1 0.0 0.1 -0.1888
C -2.42416 0.42039 -0.49263 0.0 -0.4 0.0 -0.4248
C -2.98651 -0.51538 0.59334 -0.1 0.0 -0.2 -0.2202
C -4.51717 -0.58068 0.48045 0.0 0.0 -0.1 -0.1830
P -0.65703 0.79747 -0.21386 0.3 0.2 0.0 1.1077
C -0.11831 1.86781 -1.62689 -0.1 0.0 -0.2 -0.4182
C 0.32045 1.08310 -2.87789 -0.2 0.3 0.0 -0.2016
C 1.16292 1.98476 -3.80061 -0.1 0.1 0.1 -0.1659
C 0.69583 3.45389 -3.75113 0.0 -0.1 0.0 -0.1909
C -0.79592 3.53407 -3.43641 0.0 -0.1 0.0 -0.1898
C -1.07849 3.01317 -2.01427 0.1 0.0 -0.1 -0.1870
C -0.59031 2.01104 1.19818 -0.1 -0.1 0.1 -0.4016
C -0.36952 1.31994 2.56112 -0.2 0.1 0.0 -0.2124
C -0.50744 2.33784 3.69412 -0.1 0.0 -0.1 -0.1836
C -1.95460 2.86561 3.79348 0.1 0.0 -0.1 -0.1852
C -2.68632 2.81176 2.44065 0.1 0.0 0.0 -0.1897
C -1.72776 3.06330 1.27657 0.0 0.0 0.1 -0.1882
H -5.93249 -1.02379 -1.11447 0.0 0.0 0.0 0.1057
H -5.15399 0.53411 -1.28116 0.0 0.0 0.0 0.1100
H -4.27769 -1.17105 -2.93523 0.0 0.0 0.0 0.1081
H -3.69273 -2.12461 -1.58303 0.0 0.1 0.0 0.1067
H -2.66873 0.51452 -2.65303 0.0 0.0 0.0 0.1026
H -1.76786 -0.88918 -2.10169 0.0 0.0 0.0 0.0968
H -2.96660 1.36668 -0.45862 -0.1 0.0 0.0 0.0972
H -2.69728 -0.20678 1.59685 0.0 0.1 0.1 0.0894
H -2.54930 -1.50483 0.44491 -0.1 0.2 0.0 0.0415
H -4.97149 0.23395 1.05208 0.0 0.0 0.0 0.1037
H -4.85975 -1.51425 0.93317 0.0 0.0 0.0 0.0869
H 0.79098 2.32056 -1.22103 0.1 0.0 0.0 0.0895
H -0.56351 0.71730 -3.40894 0.1 0.1 0.0 0.0993
H 0.90006 0.20618 -2.60373 0.1 -0.2 0.1 0.0711
H 1.10153 1.61002 -4.82497 0.0 0.0 0.0 0.1120
H 2.21302 1.92479 -3.50749 0.0 0.0 0.0 0.0914
H 0.91661 3.95039 -4.69779 0.0 0.0 0.0 0.1074
H 1.25268 3.99818 -2.97912 0.0 0.0 0.0 0.1104
H -1.34684 2.93493 -4.16880 0.0 0.0 0.0 0.1128
H -1.16317 4.55685 -3.53474 0.0 0.0 0.0 0.1085
H -2.12221 2.69205 -1.94862 0.0 0.0 0.0 0.0944
H -0.95958 3.83120 -1.30031 0.0 0.0 0.0 0.1073
H 0.33127 2.55102 0.97653 0.1 0.0 0.0 0.0929
H 0.61803 0.86631 2.57672 0.1 -0.1 0.0 0.0858
H -1.08996 0.50736 2.71444 0.1 0.0 0.0 0.1018
H 0.18267 3.16570 3.49659 0.0 0.0 0.0 0.1146
H -0.19767 1.89625 4.64300 0.0 0.0 0.0 0.1069
H -1.94349 3.89393 4.16295 0.0 0.0 0.0 0.1049
H -2.51258 2.27998 4.52794 0.0 0.0 0.0 0.1063
H -3.48997 3.54936 2.41899 0.0 0.0 0.0 0.1106
H -3.16669 1.83931 2.31500 0.0 -0.1 0.0 0.0929
H -1.26973 4.04833 1.41651 0.0 0.0 0.0 0.1207
H -2.28257 3.13127 0.34128 0.0 0.0 0.1 0.0774
```
Positions in Å, forces in eV/Å.

As for the multiplicity: 6. For the orbital gap (alpha / beta), the calculation gives 7.15 / 7.22 eV. The LUMO energy (alpha / beta) comes out at -0.1 / -0.2 eV. The molar mass is 872.52 u. The value obtained for the largest force on an atom is 0.81 eV Å⁻¹.

***

DFT (wB97M-V/def2-TZVPD) results for a molecular structure, C37H48Br2N2O6SeZr.

The geometry in XYZ format:
```
97
Properties=species:S:1:pos:R:3:forces:R:3:lowdin_charge:R:1
Zr -0.79558 1.29626 0.81702 0.4 -0.2 -0.1 1.7323
C 0.38778 -6.32400 3.14718 0.0 0.0 0.0 -0.0472
C 1.07733 -5.21222 3.95040 0.0 0.0 0.0 -0.5587
C 2.55342 -5.57887 4.10801 0.0 0.0 0.0 -0.0655
C 0.44957 -5.12805 5.34863 0.0 0.0 0.0 -0.0443
C 0.88945 -3.87706 3.23238 0.0 0.0 0.0 -0.1618
C -0.39830 -3.39900 3.00324 0.0 0.0 0.0 -0.0806
C -0.56471 -2.19839 2.35606 0.0 0.0 0.0 -0.5325
Br -2.32782 -1.57060 2.01354 0.0 0.0 0.0 0.8751
C 0.50484 -1.41103 1.91942 0.0 -0.2 -0.1 -0.3160
O 0.23779 -0.28195 1.25984 -0.4 0.4 0.0 -0.3452
C 1.80604 -1.87238 2.13206 0.0 0.1 -0.1 -0.0667
C 1.94734 -3.10015 2.78403 0.0 0.0 0.0 0.0272
C 3.08561 -1.16420 1.65742 0.0 0.0 0.0 -0.5141
C 2.88603 0.23141 1.05362 0.0 0.0 0.0 -0.0454
C 4.04010 -0.99805 2.85144 0.0 0.0 0.0 -0.0391
C 3.73906 -2.04435 0.57936 0.0 0.0 0.0 -0.0326
H 0.51717 -7.28645 3.64707 0.0 0.0 0.0 0.0843
H 0.81514 -6.39636 2.14510 0.0 0.0 0.0 0.0896
H -0.68287 -6.14161 3.04534 0.0 0.0 0.0 0.0764
H 2.63505 -6.53600 4.62575 0.0 0.0 0.0 0.0855
H 3.09098 -4.83423 4.69797 0.0 0.0 0.0 0.0886
H 3.04850 -5.68036 3.14017 0.0 0.0 0.0 0.0869
H 0.57490 -6.07664 5.87538 0.0 0.0 0.0 0.0846
H -0.61798 -4.91045 5.29732 0.0 0.0 0.0 0.0780
H 0.92437 -4.34081 5.93651 0.0 0.0 0.0 0.0933
H -1.26906 -3.95572 3.32219 0.0 0.0 0.0 0.1043
H 2.95221 -3.46373 2.93760 0.0 0.0 0.0 0.0932
H 2.39392 0.91226 1.74791 0.0 0.0 0.0 0.0763
H 2.31695 0.19557 0.12390 0.0 0.0 0.0 0.0693
H 3.87281 0.64055 0.82346 0.0 0.0 0.0 0.0901
H 3.57043 -0.39407 3.62963 0.0 0.0 0.0 0.0973
H 4.94950 -0.49007 2.52417 0.0 0.0 0.0 0.0855
H 4.33557 -1.95115 3.28986 0.0 0.0 0.0 0.0735
H 3.06800 -2.15590 -0.27636 0.0 0.0 0.0 0.0812
H 3.97851 -3.03944 0.95791 0.0 0.0 0.0 0.0789
H 4.66530 -1.58070 0.23146 0.0 0.0 0.0 0.0872
O -7.13143 2.02479 -0.95795 0.0 0.0 0.0 0.1066
C -5.84894 1.83656 -0.61576 0.0 0.0 0.0 -0.2972
C -5.15149 0.65628 -0.86269 0.0 0.0 0.0 0.0267
C -3.83770 0.57998 -0.47175 0.0 0.0 0.0 -0.1327
N -3.17173 1.57446 0.14060 0.1 -0.1 0.1 -0.0621
C -3.86626 2.69367 0.36989 0.0 0.0 0.0 -0.6918
Br -2.97664 4.11964 1.20214 -0.1 0.1 0.2 0.9653
C -5.18619 2.87828 0.01592 0.0 0.0 0.0 -0.0241
H -7.49089 1.23874 -1.38523 0.0 0.0 0.0 0.1234
H -5.61866 -0.18824 -1.35176 0.0 0.0 0.0 0.1260
H -3.28885 -0.32938 -0.66134 0.0 0.0 0.0 0.0749
H -5.69237 3.80856 0.22369 0.0 0.0 0.0 0.1222
O -1.79223 1.59530 2.68503 0.1 0.0 0.1 -0.6587
Se -0.49431 2.37114 3.47786 -0.2 -0.1 -0.4 0.8135
O -0.92298 3.78623 4.06254 -0.1 0.2 0.1 -0.4258
O 0.33627 2.57164 1.97187 -0.1 0.0 -0.4 -0.5791
O 0.31257 1.34258 4.38520 0.1 -0.1 0.2 -0.4054
C -1.12715 -3.29630 -1.21227 0.0 0.0 0.0 -0.0395
C -0.32479 -2.14105 -1.74714 0.1 0.0 0.0 -0.2544
C 0.79416 -2.35606 -2.53943 0.0 0.0 0.0 -0.0192
C 1.58712 -1.28509 -2.93586 0.0 0.0 0.0 -0.2697
C 2.83069 -1.51340 -3.75422 0.0 0.0 0.0 -0.0473
C 1.25159 0.00805 -2.55420 -0.1 0.0 0.1 -0.0045
C 0.09851 0.28089 -1.80288 0.0 -0.2 0.0 -0.2867
C -0.66076 -0.83426 -1.42110 0.0 -0.1 -0.1 -0.0471
N -0.26563 1.53557 -1.26147 0.1 0.1 0.7 -0.1109
C -0.34513 2.77054 -2.07137 -0.1 0.0 -0.1 -0.4480
C -1.73886 2.85078 -2.72415 0.0 0.0 0.0 -0.0788
C -1.94672 4.18843 -3.43783 0.0 0.0 0.0 -0.2838
C -0.89300 4.34974 -4.53395 0.0 0.0 0.0 -0.1198
C 0.49730 4.30558 -3.89801 0.0 0.0 0.0 -0.2838
C 0.64259 5.45347 -2.89739 0.0 0.0 0.0 -0.1168
C -0.40664 5.28843 -1.79641 0.0 0.0 0.0 -0.2759
C -1.80647 5.32378 -2.41916 0.0 0.0 0.0 -0.1168
C -0.17621 3.94478 -1.10298 0.0 -0.1 0.0 -0.1231
C 0.69670 2.95902 -3.18803 0.0 -0.1 0.1 -0.0915
H -1.09776 -4.14494 -1.89566 0.0 0.0 0.0 0.0794
H -2.16977 -3.02208 -1.04807 0.0 0.0 0.0 0.0664
H -0.72265 -3.62595 -0.25154 0.0 0.0 0.0 0.0767
H 1.06791 -3.36533 -2.82660 0.0 0.0 0.0 0.1169
H 3.10126 -2.56837 -3.77838 0.0 0.0 0.0 0.0738
H 3.67377 -0.95482 -3.34485 0.0 0.0 0.0 0.0798
H 2.68529 -1.18002 -4.78384 0.0 0.0 0.0 0.0820
H 1.94536 0.79403 -2.79640 0.0 0.2 0.0 0.1020
H -1.52511 -0.70770 -0.77751 0.0 0.1 -0.1 0.0342
H -2.49834 2.72743 -1.94735 0.0 0.0 -0.1 0.0942
H -1.85040 2.01396 -3.42271 0.0 0.0 0.0 0.1320
H -2.94779 4.21210 -3.87847 0.0 0.0 0.0 0.1383
H -1.03695 5.29843 -5.05970 0.0 0.0 0.0 0.1199
H -0.99329 3.54836 -5.27268 0.0 0.0 0.0 0.1203
H 1.25964 4.39978 -4.67616 0.0 0.0 0.0 0.1396
H 0.51039 6.41381 -3.40489 0.0 0.0 0.0 0.1207
H 1.64649 5.44902 -2.46263 0.0 0.0 0.0 0.1220
H -0.30789 6.09260 -1.06285 0.0 0.0 0.0 0.1437
H -1.96767 6.28871 -2.90939 0.0 0.0 0.0 0.1215
H -2.56937 5.22387 -1.64062 0.0 0.0 0.0 0.0909
H -0.88542 3.84419 -0.27553 0.0 0.0 0.0 0.0187
H 0.82625 3.90250 -0.66622 0.0 0.0 0.0 0.1322
H 1.70273 2.92653 -2.76024 0.0 -0.1 0.0 0.1247
H 0.61050 2.15869 -3.92411 0.0 -0.1 0.0 0.1171
```
Positions in Å, forces in eV/Å.

For the orbital gap, the calculation gives 7.73 eV. The LUMO energy comes out at -0.2 eV. The molar mass is 946.79 u. The value obtained for the largest force on an atom is 0.68 eV Å⁻¹.

***

DFT (wB97M-V/def2-TZVPD) results for a molecular structure, C37H49BrN2P2SV.

The geometry in XYZ format:
```
93
Properties=species:S:1:pos:R:3:forces:R:3:lowdin_charge:R:1
C -0.66023 7.32568 -6.19056 0.3 0.4 0.0 0.0233
C -0.86234 5.95746 -6.45406 0.1 -0.4 0.4 -0.2007
C -1.14729 5.56610 -7.77618 -0.4 -0.1 -0.4 0.0183
C -1.22820 6.55222 -8.76719 0.2 -0.6 0.8 -0.0803
N -1.03600 7.83646 -8.48719 -0.1 0.4 -0.4 0.1136
C -0.76136 8.23601 -7.25015 0.0 -0.7 0.6 -0.0770
C -0.77695 4.98171 -5.39927 -0.2 1.2 -1.4 0.1647
C -0.73038 4.13463 -4.52575 0.0 -0.5 0.8 0.0979
C -0.61082 3.16437 -3.52931 -0.1 1.1 -1.9 -0.1781
C 0.50084 3.22419 -2.68043 1.3 -0.8 1.9 0.0433
C 0.76686 2.14698 -1.83240 0.0 1.8 -1.5 -0.0901
C -0.05304 0.99793 -1.98095 0.0 -0.5 5.1 -0.2995
C -1.28971 1.03820 -2.62100 -1.0 1.2 -2.3 -0.0965
C -1.54694 2.11739 -3.46673 -0.3 -2.0 0.8 0.0496
V 0.13079 0.30018 -0.13462 -1.8 0.6 -1.8 0.4543
P 1.99591 -0.85707 -0.92180 1.5 -1.3 -1.0 0.9503
H -1.30320 4.52087 -8.03637 0.0 0.2 0.1 0.1231
H -0.42767 7.68232 -5.18885 -0.1 -0.1 -0.2 0.1265
H -1.45326 6.27678 -9.79958 0.1 0.2 0.3 0.1314
H -0.61403 9.30359 -7.07450 -0.1 -0.3 -0.1 0.1327
H -2.43436 2.14947 -4.09852 0.1 0.1 0.3 0.1489
H 1.15802 4.09429 -2.72244 -0.2 -0.2 0.1 0.1535
H -2.01644 0.24425 -2.49897 0.2 0.1 -0.2 0.0551
H 1.62585 2.20716 -1.15876 -0.2 -0.1 -0.3 0.1000
C 2.28630 -2.50918 -0.17648 -0.5 -0.1 0.7 -0.3480
C 3.20863 -3.45448 -0.95327 0.3 -0.1 -0.2 -0.1003
H 1.28966 -2.96713 -0.04225 0.3 0.1 0.0 0.0863
H 2.67699 -2.33382 0.84034 -0.1 0.0 -0.3 0.0971
H 3.40909 -4.34768 -0.35107 -0.1 0.2 0.0 0.1062
H 2.75997 -3.80306 -1.88744 0.1 0.1 0.2 0.0715
H 4.17689 -3.00189 -1.18540 -0.2 -0.1 0.0 0.0696
C 1.81580 -1.18085 -2.73225 -0.6 -0.2 -0.4 -0.3579
C 2.82040 -0.49199 -3.65229 0.3 0.1 -0.2 -0.0910
H 0.79830 -0.86060 -3.01177 0.4 -0.2 0.2 0.0510
H 1.83571 -2.26979 -2.87216 0.2 0.3 0.1 0.0687
H 2.54887 -0.70341 -4.69702 0.1 0.0 0.3 0.0998
H 2.81605 0.60168 -3.53644 0.0 -0.3 0.0 0.0783
H 3.84520 -0.85839 -3.50371 -0.3 0.1 -0.1 0.0830
C 3.48000 0.17923 -0.60650 -0.2 0.6 0.2 -0.3543
C 4.83535 -0.51666 -0.71783 0.5 -0.3 0.0 -0.1003
H 3.36453 0.57890 0.41558 0.0 -0.1 -0.2 0.0708
H 3.44180 1.05342 -1.27398 -0.1 -0.3 0.1 0.0826
H 5.63517 0.21824 -0.56112 -0.3 -0.1 0.0 0.1071
H 4.95600 -1.28640 0.05110 0.0 0.1 -0.2 0.0865
H 5.01508 -0.97156 -1.69784 -0.1 0.1 0.2 0.0743
Br -1.75838 -1.08635 -0.16158 1.5 0.7 0.6 0.5020
P -2.54876 -3.32477 -4.13793 1.5 2.3 1.4 1.2433
C -0.71781 -3.48840 -4.07439 -0.1 -0.4 -0.8 -0.3784
C -0.28407 -4.93959 -4.29926 0.3 -0.3 0.0 -0.1261
H -0.37715 -3.10072 -3.10324 -0.3 0.0 -0.1 0.0675
H -0.31008 -2.83839 -4.86324 -0.2 -0.2 0.1 0.0933
H 0.77711 -4.98436 -4.56369 -0.2 0.0 0.1 0.0877
H -0.43512 -5.54783 -3.40081 0.0 0.1 -0.2 0.0870
H -0.85349 -5.39471 -5.11849 0.3 0.0 0.1 0.0844
C -3.06407 -3.18937 -2.38255 -0.3 -0.8 -0.1 -0.4315
C -4.48463 -3.70419 -2.16530 -0.4 0.0 0.2 -0.1210
H -2.98031 -2.12466 -2.13064 0.0 -0.2 -0.4 -0.0160
H -2.34275 -3.72375 -1.74674 -0.1 -0.1 -0.4 0.0835
H -4.67446 -3.85982 -1.09762 0.0 0.0 -0.3 0.0934
H -5.21829 -2.98241 -2.54092 0.0 -0.2 0.0 0.0887
H -4.63229 -4.65809 -2.68352 -0.1 0.2 0.2 0.0856
C -2.82707 -1.64680 -4.86309 -0.9 -0.4 -0.4 -0.3694
C -3.07884 -1.73575 -6.37291 0.0 0.1 -0.3 -0.1278
H -1.96163 -1.00641 -4.63642 0.0 -0.4 0.1 0.0736
H -3.70328 -1.21298 -4.35729 0.1 -0.2 -0.1 0.0965
H -3.51994 -0.80587 -6.74518 0.1 -0.2 0.1 0.0904
H -2.14968 -1.90959 -6.92378 -0.1 0.0 0.1 0.0843
H -3.77067 -2.55176 -6.60732 0.1 0.2 0.0 0.0843
N 0.19471 1.56509 1.23052 0.5 0.1 0.4 -0.3655
S 1.37571 1.85846 2.45777 -0.9 -0.3 1.1 1.1762
C 0.55308 3.08113 3.52116 -0.2 0.9 0.3 -0.3963
C 1.37137 3.75211 4.44608 0.2 -0.4 -0.3 -0.0574
C 0.79966 4.60974 5.39232 -0.1 -0.2 -0.3 -0.0142
C -0.58345 4.82374 5.39852 0.3 -0.2 -0.1 -0.0098
C -1.38555 4.18623 4.45140 0.1 -0.1 -0.2 -0.0276
C -0.82381 3.31858 3.50827 0.0 -0.2 -0.1 -0.0947
C 1.28682 0.44547 3.56280 0.3 -0.6 -0.1 -0.4232
C 0.10060 0.10624 4.20853 -0.3 0.1 0.2 -0.0630
C 0.10918 -0.89423 5.18035 -0.1 0.2 -0.3 -0.0203
C 1.29208 -1.57131 5.47917 0.4 0.0 -0.2 -0.0093
C 2.48081 -1.25344 4.80599 -0.2 0.2 -0.1 -0.0290
C 2.48159 -0.23496 3.84764 0.1 0.2 -0.3 -0.0836
H -0.40575 2.39135 1.20519 0.0 0.0 -0.3 0.0444
H 2.44862 3.57633 4.42382 -0.2 0.2 0.2 0.1243
H 1.43962 5.10358 6.12434 -0.2 -0.1 -0.3 0.1350
H -1.02774 5.48655 6.14282 0.1 -0.2 -0.3 0.1361
H -2.46111 4.35448 4.44450 0.3 0.0 0.0 0.1297
H -1.47156 2.81372 2.79150 0.0 0.1 0.2 0.1032
H -0.81067 0.65433 3.97630 0.1 -0.2 0.2 0.1142
H -0.81255 -1.13364 5.71069 0.3 0.0 -0.2 0.1328
H 1.30098 -2.35004 6.24262 0.0 0.2 -0.2 0.1351
H 3.40826 -1.78270 5.02916 -0.3 0.2 0.0 0.1302
H 3.39834 0.06713 3.33242 -0.2 -0.2 0.3 0.1120
```
Positions in Å, forces in eV/Å.

As for the multiplicity: 2. The charge is +4. For the orbital gap, the calculation gives 3.28 eV. The LUMO energy comes out at -13.9 eV. The molar mass is 746.68 u. The value obtained for the largest force on an atom is 5.11 eV Å⁻¹.

***

Calculated E (hartree), listed in the same order as above: -8718.145100 -9596.305847 -6146.046242